(1)
{"formula": "C33H41F12NO12", "method": "ωB97M-V with the def2-TZVPD basis set", "elements": ["C", "C", "C", "C", "C", "C", "C", "C", "C", "O", "C", "C", "C", "C", "C", "N", "C", "O", "O", "C", "O", "C", "H", "H", "H", "H", "H", "H", "H", "H", "H", "H", "H", "H", "H", "H", "H", "H", "H", "H", "H", "H", "H", "C", "C", "O", "C", "O", "C", "F", "F", "F", "H", "H", "H", "H", "H", "C", "C", "O", "C", "O", "C", "F", "F", "F", "H", "H", "H", "H", "H", "C", "C", "O", "C", "O", "C", "F", "F", "F", "H", "H", "H", "H", "H", "C", "C", "O", "C", "O", "C", "F", "F", "F", "H", "H", "H", "H", "H"], "coordinates": [[-4.1185, -1.2870, -1.0352], [-2.9435, -1.6498, -1.8960], [-1.7873, -0.8789, -1.8980], [-0.7088, -1.2308, -2.6954], [-0.7102, -2.3517, -3.5231], [0.4812, -2.7156, -4.4052], [0.0972, -2.9105, -5.8732], [1.6093, -1.6763, -4.3468], [-1.8646, -3.1378, -3.4870], [-1.9130, -4.2833, -4.2689], [-2.4013, -5.4305, -3.6003], [-1.4398, -5.9191, -2.5655], [-1.6327, -6.2530, -1.2872], [-2.8908, -6.2274, -0.4992], [-2.8874, -5.1693, 0.6515], [-2.0003, -4.0283, 0.5031], [-0.3098, -6.6512, -0.7292], [-0.0208, -6.9966, 0.3724], [0.6363, -6.5364, -1.7288], [0.0018, -6.1446, -2.8928], [0.5636, -6.0700, -3.9367], [-2.9551, -2.7818, -2.7012], [-5.0184, -1.8355, -1.3152], [-4.3382, -0.2213, -1.0881], [-3.9112, -1.5354, 0.0097], [-1.7291, 0.0164, -1.2905], [0.1572, -0.5856, -2.6501], [0.9167, -3.6294, -3.9912], [-0.0070, -1.9393, -6.3611], [0.9023, -3.4366, -6.3924], [-0.8060, -3.4927, -6.0153], [2.4779, -2.0817, -4.8675], [1.8976, -1.4115, -3.3321], [1.3167, -0.7766, -4.8939], [-3.3876, -5.2655, -3.1718], [-2.5129, -6.2074, -4.3603], [-3.7335, -6.0585, -1.1687], [-3.0541, -7.2102, -0.0489], [-2.6913, -5.6791, 1.5914], [-3.9085, -4.7858, 0.7178], [-1.0766, -4.2313, 0.8580], [-1.9426, -3.6909, -0.4494], [-3.8514, -3.3897, -2.7147], [0.5061, 5.1989, -2.4647], [0.1557, 3.7372, -2.2766], [-1.2107, 3.6209, -1.8135], [-2.1450, 3.6629, -2.7485], [-1.9889, 3.7843, -3.9262], [-3.5325, 3.4715, -2.1031], [-3.6635, 4.1919, -0.9847], [-3.6976, 2.1793, -1.7866], [-4.4961, 3.8273, -2.9432], [0.3287, 5.7505, -1.5403], [1.5490, 5.3136, -2.7488], [-0.1123, 5.6443, -3.2435], [0.7569, 3.2734, -1.5044], [0.2886, 3.1690, -3.1963], [-3.9369, 0.1388, 5.5670], [-3.1405, -1.1413, 5.4476], [-3.9859, -2.2448, 5.0614], [-4.2175, -2.3671, 3.7633], [-3.8083, -1.6707, 2.8853], [-5.0893, -3.6133, 3.5053], [-6.0883, -3.7045, 4.3864], [-4.3395, -4.7193, 3.6074], [-5.6093, -3.5715, 2.2827], [-4.7673, 0.0078, 6.2610], [-3.2987, 0.9432, 5.9311], [-4.3485, 0.4337, 4.6023], [-2.7198, -1.4302, 6.4083], [-2.3222, -1.0410, 4.7361], [5.5939, 7.3977, 0.6415], [6.2067, 6.0165, 0.6028], [5.1875, 5.0036, 0.4448], [4.7891, 4.7581, -0.7891], [5.1695, 5.2721, -1.7978], [3.7371, 3.6305, -0.7726], [2.8456, 3.8008, 0.2108], [4.3298, 2.4456, -0.5921], [3.0756, 3.5957, -1.9287], [4.8364, 7.4554, 1.4234], [6.3642, 8.1413, 0.8427], [5.1157, 7.6416, -0.3071], [6.6947, 5.7842, 1.5389], [6.9463, 5.9252, -0.1915], [3.1746, 1.9811, 5.2177], [4.2620, 2.4930, 6.1355], [5.3000, 3.1604, 5.3857], [5.0759, 4.4282, 5.0855], [4.1179, 5.0843, 5.3637], [6.2887, 4.9977, 4.3220], [6.7325, 4.1403, 3.3978], [7.2931, 5.2488, 5.1686], [5.9589, 6.1377, 3.7155], [3.5970, 1.3319, 4.4507], [2.4398, 1.4162, 5.7901], [2.6657, 2.8045, 4.7173], [4.7633, 1.6723, 6.6432], [3.8661, 3.1678, 6.8929]], "atomic_forces_ev_per_a": [[-0.066, -0.123, 0.213], [0.099, 0.081, -0.071], [-0.056, -0.060, -0.088], [-0.114, 0.200, 0.083], [0.148, 0.018, -0.147], [0.128, 0.334, 0.370], [0.313, -0.191, -0.147], [-0.180, -0.136, -0.300], [0.012, 0.054, 0.124], [-0.085, 0.057, 0.272], [0.065, -0.377, -0.262], [0.128, 0.061, 0.134], [-0.224, 0.095, -0.372], [0.060, -0.083, 0.363], [-0.348, 0.119, -0.357], [0.045, -0.239, 0.322], [0.157, 0.107, 0.082], [-0.132, 0.009, -0.016], [0.148, -0.094, 0.027], [-0.291, -0.080, -0.047], [0.065, -0.013, 0.128], [-0.118, -0.026, 0.038], [0.024, 0.003, -0.108], [0.024, -0.001, -0.009], [0.033, 0.055, 0.004], [-0.021, -0.025, 0.050], [0.052, -0.056, -0.142], [-0.238, -0.183, -0.238], [-0.165, 0.021, 0.036], [0.014, 0.028, 0.013], [-0.040, 0.047, 0.033], [0.060, -0.001, 0.082], [0.116, -0.036, 0.007], [-0.008, 0.116, 0.192], [-0.011, -0.032, 0.081], [0.056, 0.123, -0.098], [0.060, 0.098, -0.053], [0.040, -0.029, -0.056], [0.205, 0.133, 0.043], [-0.015, -0.103, 0.053], [0.085, 0.033, -0.166], [0.017, 0.088, 0.011], [-0.020, 0.008, -0.046], [-0.195, 0.069, 0.023], [0.235, 0.234, -0.106], [-0.066, -0.183, -0.014], [0.144, -0.026, 0.019], [-0.062, 0.031, -0.056], [-0.043, 0.087, 0.017], [0.011, -0.001, 0.009], [-0.041, -0.060, 0.022], [-0.004, -0.036, -0.029], [0.070, -0.031, 0.026], [0.029, -0.029, -0.017], [0.024, -0.041, -0.039], [-0.120, 0.000, 0.156], [-0.173, 0.011, -0.033], [-0.194, -0.069, -0.108], [0.241, 0.290, 0.199], [0.005, -0.111, -0.031], [0.087, 0.028, 0.068], [-0.053, 0.069, -0.094], [-0.031, 0.025, 0.003], [-0.027, -0.020, -0.004], [0.003, -0.027, 0.027], [-0.016, -0.005, -0.028], [0.050, 0.012, 0.059], [0.019, -0.008, 0.008], [0.070, 0.017, -0.021], [-0.093, -0.109, 0.004], [-0.085, -0.056, -0.110], [-0.246, -0.064, -0.088], [0.324, 0.359, -0.035], [0.017, -0.115, 0.035], [0.099, 0.069, 0.098], [-0.044, 0.003, -0.073], [-0.073, -0.038, -0.004], [-0.031, 0.012, -0.012], [0.037, -0.008, -0.001], [0.187, -0.074, 0.002], [0.070, 0.013, 0.065], [0.019, -0.012, 0.012], [0.075, 0.008, -0.031], [-0.055, -0.128, 0.056], [-0.152, -0.075, -0.134], [0.058, 0.120, -0.195], [-0.257, -0.275, 0.216], [0.087, 0.063, 0.024], [-0.040, -0.142, 0.067], [-0.017, 0.078, -0.027], [0.006, 0.027, -0.015], [0.000, 0.017, -0.044], [-0.006, 0.008, 0.044], [0.004, -0.006, 0.087], [0.000, -0.059, 0.052], [0.009, -0.005, 0.022], [-0.029, 0.016, 0.064], [0.119, 0.026, -0.081], [0.033, 0.121, -0.086]], "lowdin_charge": [-0.03, -0.28, -0.04, -0.02, -0.10, -0.35, -0.05, -0.08, -0.21, -0.05, -0.11, -0.03, -0.08, -0.09, -0.24, 0.04, -0.38, 0.18, 0.15, -0.37, 0.19, 0.01, 0.08, 0.07, 0.07, 0.11, 0.10, 0.12, 0.08, 0.08, 0.07, 0.08, 0.07, 0.08, 0.11, 0.15, 0.11, 0.13, 0.11, 0.09, 0.07, 0.05, 0.12, -0.05, -0.19, 0.03, -0.41, 0.17, -0.55, 0.17, 0.16, 0.18, 0.09, 0.07, 0.08, 0.10, 0.13, -0.06, -0.19, 0.03, -0.40, 0.17, -0.55, 0.17, 0.16, 0.17, 0.08, 0.08, 0.08, 0.12, 0.12, -0.05, -0.19, 0.04, -0.40, 0.18, -0.54, 0.16, 0.17, 0.16, 0.08, 0.09, 0.08, 0.09, 0.13, -0.06, -0.19, 0.04, -0.40, 0.17, -0.54, 0.17, 0.17, 0.16, 0.08, 0.08, 0.08, 0.13, 0.12], "e_tot_ev": -93557.964, "homo_energy_ha": -0.3158, "charge": 0, "orbital_gap_ev": 7.931}

---

(2)
{"formula": "C4H12N2O2", "method": "ωB97M-V with the def2-TZVPD basis set", "elements": ["C", "C", "C", "N", "C", "N", "O", "H", "H", "H", "H", "H", "H", "H", "H", "H", "H", "H", "H", "O"], "coordinates": [[1.6090, -0.3071, 0.6690], [0.0843, -0.1638, 0.2768], [-0.3246, -1.1754, -0.8881], [-0.2337, 1.2355, 0.0282], [-0.1019, 1.9147, -1.1643], [-0.4942, 3.3338, -0.9947], [0.3598, 1.3724, -2.1424], [2.2664, -0.3856, -0.2562], [1.8973, 0.5182, 1.1895], [1.5753, -1.2676, 1.3487], [-0.6051, -0.5495, 1.1383], [-1.3259, -0.9982, -0.9854], [-0.1512, -2.2725, -0.5654], [0.0021, -0.8805, -1.8868], [-0.4536, 1.6864, 0.9453], [-0.7337, 3.7151, -0.0288], [-0.2985, 3.8866, -1.7796], [-0.6410, -2.8259, 1.2135], [-1.5842, -3.1862, 2.1838], [-0.8468, -3.6503, 1.6985]], "atomic_forces_ev_per_a": [[-2.081, -4.101, -1.350], [0.560, -1.873, -0.445], [2.021, -0.038, 1.397], [-1.071, 0.048, 1.626], [-0.073, 1.787, 2.269], [0.028, -3.287, 1.744], [-0.524, 1.056, -0.368], [-0.906, -0.249, 1.213], [0.906, 2.174, 1.788], [0.946, 1.746, -1.383], [1.355, 1.131, -1.076], [-3.098, -0.113, -0.073], [-0.005, 1.876, -0.857], [0.933, -0.467, 0.380], [0.197, -0.006, -1.830], [0.656, -0.735, -2.448], [0.185, 1.080, -0.665], [0.728, -0.852, -0.353], [0.643, -1.512, -0.037], [-1.401, 2.336, 0.468]], "lowdin_charge": [-0.05, -0.39, -0.06, 0.03, -0.55, 0.11, 0.05, 0.10, 0.02, 0.11, 0.14, 0.03, 0.10, 0.07, 0.15, 0.11, 0.05, -0.02, 0.06, -0.08], "e_tot_ev": -11417.133, "e_above_lowest_ev": 2.084, "homo_energy_ha": -0.3506, "charge": 0, "orbital_gap_ev": 9.972}

---

(3)
{"formula": "C5H11Cl2NO2P", "method": "ωB97M-V with the def2-TZVPD basis set", "elements": ["C", "C", "C", "C", "C", "N", "O", "O", "P", "Cl", "Cl", "H", "H", "H", "H", "H", "H", "H", "H", "H", "H", "H"], "coordinates": [[2.1311, -1.5161, -0.1185], [0.1643, -0.9100, 1.4245], [-2.7754, 1.2358, -0.8786], [1.4615, -0.4378, 0.6806], [-3.1641, 0.1258, -0.3563], [1.0291, 0.5266, -0.3465], [1.0108, 3.0141, -1.1949], [2.1520, 2.5099, 1.1273], [1.3750, 2.1066, -0.1087], [-3.7076, -0.2395, 1.3304], [-0.5947, -0.7976, -2.4518], [1.3511, -1.8406, -0.9553], [3.2277, -1.3927, -0.5119], [2.1859, -2.3344, 0.5127], [-0.2225, 0.0822, 1.7611], [0.4116, -1.5116, 2.4004], [-0.5832, -1.3597, 0.7783], [-2.4967, 2.2789, -0.4738], [-2.2618, 1.1248, -1.8827], [2.1285, 0.0781, 1.4049], [-3.2240, -0.8556, -0.9885], [0.4013, 0.1128, -1.1530]], "atomic_forces_ev_per_a": [[0.074, -0.674, -2.498], [1.438, 0.971, 1.942], [2.812, 3.328, -1.399], [-0.618, 0.237, -0.398], [-1.291, -3.876, 0.139], [0.266, 2.073, 0.814], [-0.282, 0.098, -0.032], [-1.437, -1.108, -1.890], [1.056, -0.460, 0.941], [0.284, 0.647, -0.964], [-0.088, -0.261, -0.244], [1.987, 0.753, 1.351], [-2.253, 0.436, 0.481], [0.289, -2.070, 1.301], [-0.225, -0.902, 0.050], [-0.533, 0.800, -1.983], [0.162, -0.283, -0.055], [-1.079, -1.959, 0.036], [-1.082, -0.109, 0.976], [-0.399, -0.393, -0.479], [0.328, 2.080, 1.362], [0.591, 0.672, 0.548]], "lowdin_charge": [-0.11, -0.07, -0.15, -0.51, -0.67, -0.17, -0.33, -0.35, 0.53, 0.45, -0.23, 0.07, 0.11, 0.02, 0.07, 0.10, 0.05, 0.09, 0.02, 0.12, 0.07, -0.11], "e_tot_ev": -45285.204, "e_above_lowest_ev": 0.000, "homo_energy_ha": -0.2017, "charge": -1, "orbital_gap_ev": 8.625}

---

(4)
{"formula": "C26H28N4O3", "method": "ωB97M-V with the def2-TZVPD basis set", "elements": ["C", "C", "C", "C", "C", "C", "C", "H", "C", "H", "H", "H", "H", "N", "C", "O", "C", "H", "C", "C", "O", "N", "C", "N", "C", "C", "C", "C", "H", "H", "H", "H", "H", "H", "H", "H", "C", "H", "C", "O", "N", "H", "C", "C", "C", "C", "C", "C", "C", "H", "H", "H", "H", "H", "H", "H", "H", "H", "H", "H", "H"], "coordinates": [[-1.0099, -1.1771, 3.8749], [-0.3850, -2.0710, 2.8506], [0.1834, -1.5148, 1.7101], [0.7703, -2.3335, 0.7613], [0.8000, -3.7105, 0.9334], [0.2305, -4.2801, 2.0617], [-0.3567, -3.4477, 3.0084], [-0.7958, -3.8897, 3.8916], [0.2554, -5.7626, 2.2750], [0.8911, -6.0075, 3.1252], [-0.7449, -6.1335, 2.4912], [0.6389, -6.2779, 1.3984], [1.2730, -4.3300, 0.1851], [1.3919, -1.7560, -0.3853], [0.7240, -1.4240, -1.5014], [1.2761, -0.8270, -2.4218], [-0.7304, -1.8536, -1.5453], [-0.7685, -2.9355, -1.3967], [-1.4221, -1.4891, -2.8648], [-1.8329, -0.0220, -2.8922], [-2.9637, 0.3412, -2.6526], [-0.7963, 0.8074, -3.1920], [-0.7744, 2.1947, -3.1957], [0.4558, 2.7034, -3.1894], [0.5936, 4.0173, -3.1922], [-0.4760, 4.8955, -3.1928], [-1.7574, 4.3602, -3.1946], [-1.9225, 2.9889, -3.1992], [-2.8969, 2.5317, -3.1957], [-2.6216, 5.0082, -3.1946], [-0.3144, 5.9616, -3.1910], [1.6160, 4.3741, -3.1915], [0.1320, 0.3803, -3.2435], [-2.3302, -2.0839, -2.9664], [-0.7534, -1.7040, -3.6995], [-1.2568, -1.3936, -0.7049], [2.7777, -1.3418, -0.2202], [3.2427, -1.2946, -1.2077], [2.8154, 0.0359, 0.4575], [3.1900, 0.1957, 1.5992], [2.3569, 1.0196, -0.3376], [2.0322, 0.7952, -1.2684], [2.0371, 2.3298, 0.1992], [0.7245, 2.2836, 0.9441], [0.6550, 2.5396, 2.3059], [-0.5548, 2.4456, 2.9736], [-1.7042, 2.0868, 2.2899], [-1.6417, 1.8182, 0.9323], [-0.4328, 1.9156, 0.2678], [-0.3836, 1.7067, -0.7889], [-2.5298, 1.5327, 0.3874], [-2.6467, 2.0167, 2.8133], [-0.5995, 2.6501, 4.0335], [1.5520, 2.8051, 2.8450], [1.9822, 3.0321, -0.6351], [2.8408, 2.6227, 0.8793], [3.2910, -2.0681, 0.4114], [0.1770, -0.4441, 1.5723], [-1.8836, -0.6801, 3.4552], [-1.3149, -1.7396, 4.7533], [-0.3052, -0.4036, 4.1738]], "atomic_forces_ev_per_a": [[-0.023, 0.006, 0.005], [0.004, -0.093, -0.011], [0.106, -0.166, -0.095], [-0.300, -0.090, 0.317], [-0.034, 0.067, 0.076], [0.032, 0.044, -0.099], [0.046, 0.098, -0.104], [-0.069, -0.040, 0.133], [0.007, 0.000, 0.043], [0.034, -0.091, 0.037], [-0.040, -0.090, 0.004], [0.015, -0.086, -0.033], [0.053, -0.075, -0.104], [0.299, -0.092, 0.125], [-0.347, -0.270, 0.122], [0.185, 0.055, -0.261], [-0.085, 0.100, -0.350], [-0.024, 0.065, 0.096], [-0.018, 0.020, 0.142], [0.200, -0.445, -0.166], [-0.338, 0.115, 0.125], [0.394, -0.005, -0.157], [-0.213, 0.441, -0.026], [0.073, -0.509, 0.036], [-0.047, 0.316, -0.012], [-0.056, 0.035, 0.011], [0.235, -0.043, -0.003], [-0.067, -0.055, 0.003], [-0.027, -0.036, 0.000], [-0.066, 0.030, 0.001], [0.044, 0.085, 0.003], [0.040, 0.119, -0.002], [-0.277, 0.023, 0.022], [0.049, 0.115, -0.019], [-0.041, -0.036, -0.004], [0.004, -0.106, 0.041], [0.280, 0.169, 0.015], [-0.019, -0.031, 0.128], [0.161, -0.496, -0.392], [0.061, 0.081, 0.372], [-0.054, 0.467, -0.363], [0.072, -0.096, 0.012], [0.063, -0.077, 0.209], [0.020, 0.048, 0.049], [0.043, 0.025, -0.104], [-0.077, 0.023, 0.095], [-0.055, 0.012, 0.080], [-0.064, -0.045, -0.075], [0.028, 0.057, 0.051], [0.013, -0.046, -0.142], [-0.101, -0.012, -0.064], [-0.077, -0.009, 0.048], [-0.002, 0.011, 0.093], [0.122, 0.009, 0.052], [0.056, -0.051, 0.068], [-0.086, 0.076, -0.121], [-0.048, 0.143, -0.053], [0.018, 0.195, -0.047], [-0.062, 0.066, 0.039], [-0.035, -0.009, 0.086], [-0.001, 0.084, 0.067]], "lowdin_charge": [-0.04, -0.24, 0.04, -0.22, 0.02, -0.26, 0.00, 0.12, -0.05, 0.08, 0.08, 0.07, 0.13, 0.01, -0.42, 0.02, -0.06, 0.13, -0.08, -0.47, 0.07, 0.15, -0.31, 0.12, -0.16, -0.07, -0.06, 0.00, 0.10, 0.11, 0.10, 0.11, 0.11, 0.12, 0.12, 0.13, -0.02, 0.13, -0.48, 0.08, 0.09, 0.11, -0.11, -0.21, -0.04, -0.09, -0.10, -0.07, -0.04, 0.09, 0.11, 0.10, 0.10, 0.12, 0.12, 0.12, 0.14, 0.11, 0.08, 0.08, 0.08], "e_tot_ev": -39522.264, "e_above_lowest_ev": 0.058, "homo_energy_ha": -0.3242, "charge": 0, "orbital_gap_ev": 9.475}